# 1
DFT (the ωB97M-V functional and the def2-TZVPD basis) results for a single C9H14N4O3 molecule at a distorted geometry.

Cartesian coordinates (Å):
C  -1.496016  1.223174  0.899979
C  -0.239142  1.010572  1.694129
C  -2.228765  2.473500  1.298519
C  0.404612  -1.162540  0.484777
C  0.055463  -2.174905  1.686434
C  1.335258  -1.795510  -0.609841
C  1.698602  -0.763609  -1.631562
C  1.505539  0.562685  -1.873023
C  2.490488  -0.438296  -3.571309
H  -3.101690  0.410254  1.920849
H  -2.954986  -0.169363  0.455695
H  -1.051679  1.055097  -0.133058
H  -1.535429  3.361554  1.124173
H  -3.100030  2.663591  0.679730
H  -2.566790  2.306871  2.335714
H  1.754819  0.331003  1.212369
H  -0.667269  -1.064056  0.177109
H  0.714675  -2.534597  -1.227786
H  2.385491  -2.283427  -0.397374
H  1.109079  1.513526  -1.272029
H  2.868035  -0.695383  -4.616816
H  2.044056  1.722852  -3.591056
H  -1.678302  -1.372289  1.713093
N  -2.346194  -0.014115  1.254085
N  0.680554  0.222115  0.995175
N  2.408361  -1.372310  -2.655731
N  2.010279  0.739402  -3.156083
O  0.049982  1.597786  2.704316
O  0.747677  -3.097991  2.073483
O  -1.296680  -2.255590  2.026041

Atoms 1-3, force components in eV/Å:
-0.14 -2.34 -0.32
1.60 0.08 -0.18
1.02 1.06 -0.74

Results
**Multiplicity**: 1
**Energy above the lowest of the compared OMol25 structures with the same formula, charge and spin**: 81.6 kcal per mole
**Electronic energy**: -21661.1602 eV
**HOMO-LUMO gap**: 9.32 eV
**HOMO level**: -9.1 eV


# 2
DFT (the ωB97M-V functional and the def2-TZVPD basis) results for 2 unconnected molecules or ions with the total composition C9H14N6 at a distorted geometry.

Cartesian coordinates (Å):
C  -2.732321  1.292659  -1.322657
C  -1.704105  0.332587  0.332725
C  -3.687770  -0.401777  -0.172528
C  1.988974  1.463567  0.289342
C  2.474647  0.173059  -0.447341
C  1.389945  -0.849677  0.210334
C  2.813758  2.669748  0.263367
C  0.565616  -1.635254  -0.790980
C  1.822036  -1.798457  1.288073
N  -1.617373  1.254997  -0.608475
N  -3.799836  0.516290  -1.147077
N  -2.621347  -0.487774  0.619018
N  0.899757  1.371961  0.926199
N  0.460705  0.135309  1.026914
N  -4.650503  -1.293447  0.027751
H  -2.927503  2.186554  -1.919673
H  2.499882  0.292724  -1.563840
H  3.452784  -0.089277  -0.161714
H  3.830260  2.476707  -0.082594
H  2.728467  3.187235  1.294479
H  2.232064  3.276195  -0.481194
H  0.059191  -0.856124  -1.470921
H  -0.200030  -2.190683  -0.355641
H  1.304552  -2.306602  -1.309431
H  2.524175  -1.251488  2.011084
H  2.153563  -2.723762  0.853820
H  0.929342  -1.978950  2.044974
H  -5.585091  -0.895313  -0.217453
H  -4.603850  -1.870995  0.863443

Atoms 1-3, force components in eV/Å:
-1.51 1.00 0.89
3.73 0.85 -0.80
0.74 0.85 -0.65

Results
**Multiplicity**: 1
**Energy above the lowest of the compared OMol25 structures with the same formula, charge and spin**: 71.7 kcal per mole
**Electronic energy**: -18496.1613 eV
**HOMO-LUMO gap (alpha / beta)**: 7.43 / 8.32 eV
**HOMO level (alpha / beta)**: -7.3 / -7.6 eV


# 3
DFT (the ωB97M-V functional and the def2-TZVPD basis) results for a molecular structure, C9H14NO4Pd at a distorted geometry.

Cartesian coordinates (Å):
C  1.239979  1.119716  2.438165
C  0.831247  -0.080977  1.403726
C  -0.760785  -0.137357  1.208770
C  -1.578409  1.037883  2.005813
C  -1.313725  -0.150809  -0.295156
C  -1.632993  -1.740125  -0.523826
O  -2.723275  -2.324576  -0.345753
O  -0.369620  -2.343366  -0.951225
C  0.144771  -1.437259  -1.956871
C  1.619019  -1.613898  -2.545729
O  2.713967  -1.351764  -1.930535
O  1.724155  -2.123012  -3.839802
C  -0.356132  0.030235  -1.560885
N  0.599257  1.167244  -1.653724
H  0.761432  0.922921  3.474824
H  2.382436  1.125144  2.645670
H  0.971298  2.160253  2.040918
H  1.155188  -1.049362  1.955831
H  1.464095  -0.036690  0.450595
H  -1.125668  -1.118750  1.709773
H  -1.284657  2.090350  1.673066
H  -2.695100  0.812636  1.785575
H  -1.450135  0.890544  3.147990
H  -2.167072  0.593941  -0.451894
H  -0.534417  -1.695116  -2.863403
H  -1.118234  0.264316  -2.408249
H  0.768925  1.448299  -2.640015
H  0.315201  1.977374  -1.071079
Pd  2.419251  1.562204  -0.902569

Atoms 1-3, force components in eV/Å:
0.83 -0.48 0.07
0.17 0.16 2.07
-0.56 0.46 0.88

Results
**Multiplicity**: 1
**Charge**: +1
**Electronic energy**: -22703.9511 eV
**HOMO-LUMO gap**: 4.23 eV
**HOMO level**: -13.2 eV


# 4
DFT (the ωB97M-V functional and the def2-TZVPD basis) results for 2 unconnected molecules or ions with the total composition C9H14O at a distorted geometry.

Cartesian coordinates (Å):
C  -2.743729  1.481185  -0.385982
C  -2.159779  0.914680  0.905542
H  -3.036668  2.527052  -0.233937
H  -2.055724  1.437487  -1.225371
H  -3.660472  0.956441  -0.666684
H  -1.415371  1.601625  1.305886
H  -2.909923  0.635371  1.640958
H  -1.579723  0.049293  0.674861
C  2.909461  1.165237  -0.471749
C  -0.105935  -1.126746  -0.932379
C  0.775124  0.020971  -1.049039
C  0.085897  -2.022155  0.111840
C  1.817506  0.180358  -0.162331
C  1.081294  -1.834402  1.042284
C  1.895925  -0.648259  0.977071
O  -0.789506  -3.064774  0.372433
H  -0.778925  -1.339512  -1.760607
H  0.747475  0.567614  -1.987883
H  -1.625661  -2.852466  -0.051603
H  1.182809  -2.506809  1.887197
H  3.890517  0.697105  -0.472858
H  2.985993  1.990212  0.253573
H  2.731811  -0.500727  1.656835
H  2.757606  1.671221  -1.428059

Atoms 1-3, force components in eV/Å:
-0.66 0.32 0.42
0.33 0.40 -0.44
0.03 -0.02 -0.14

Results
**Multiplicity**: 2
**Charge**: -1
**Energy above the lowest of the compared OMol25 structures with the same formula, charge and spin**: 3.1 kcal per mole
**Electronic energy**: -11606.1832 eV
**HOMO-LUMO gap (alpha / beta)**: 3.27 / 7.18 eV
**<S²>**: 0.7611
**HOMO level (alpha / beta)**: 0.7 / -3.4 eV


# 5
DFT (the ωB97M-V functional and the def2-TZVPD basis) results for 2 unconnected molecules or ions with the total composition C9H14O at a distorted geometry.

Cartesian coordinates (Å):
C  1.148748  -1.494210  -1.413391
C  0.142695  0.429980  1.747609
C  0.688854  1.664396  1.480806
C  0.098039  -0.564414  0.707151
C  0.933556  -0.385461  -0.418832
C  1.422106  1.909299  0.305498
C  1.545333  0.830489  -0.634590
O  0.576556  2.659961  2.449778
H  -0.276313  0.231375  2.722375
H  -0.270547  -1.558043  0.943664
H  1.806509  2.918939  0.199012
H  0.049430  3.404832  2.136215
H  1.394095  -2.401666  -0.853653
H  1.873436  -1.192582  -2.165524
H  2.268239  0.881773  -1.439888
H  0.254206  -1.805128  -1.969602
C  -2.610451  -1.409402  -1.196846
C  -2.581199  -2.665969  -2.041578
H  -1.623275  -1.075366  -0.849915
H  -3.133161  -0.549195  -1.619994
H  -3.136868  -1.584662  -0.248893
H  -2.069989  -3.520840  -1.602636
H  -2.060628  -2.447464  -2.983025
H  -3.581594  -2.959691  -2.359474

Atoms 1-3, force components in eV/Å:
-0.62 -0.24 0.26
-0.15 0.39 -0.23
-0.03 -0.73 -0.18

Results
**Multiplicity**: 2
**Charge**: -1
**Energy above the lowest of the compared OMol25 structures with the same formula, charge and spin**: 7.9 kcal per mole
**Electronic energy**: -11605.9769 eV
**HOMO-LUMO gap (alpha / beta)**: 2.91 / 7.03 eV
**<S²>**: 0.7604
**HOMO level (alpha / beta)**: 0.7 / -3.4 eV


# 6
DFT (the ωB97M-V functional and the def2-TZVPD basis) results for 2 unconnected molecules or ions with the total composition C9H14O at a distorted geometry.

Cartesian coordinates (Å):
C  0.874842  -1.172738  3.375836
C  1.916062  -0.903249  -0.280722
C  1.379388  0.326464  -0.624937
C  1.799242  -1.338364  1.032264
C  1.083266  -0.623203  1.986089
C  0.683600  1.065067  0.321867
C  0.459936  0.558862  1.595107
O  1.477511  0.739656  -1.926683
H  2.507630  -1.470960  -0.987303
H  2.137602  -2.328758  1.321640
H  0.329731  2.063831  0.081972
H  0.842006  1.443287  -2.092450
H  1.781363  -1.013002  3.967363
H  0.683827  -2.240304  3.384604
H  -0.143776  1.138010  2.282445
H  0.035319  -0.700827  3.882011
C  -2.036494  -0.055435  -2.592746
C  -2.391336  1.144795  -1.765426
H  -2.181538  0.122079  -3.662574
H  -1.000129  -0.340220  -2.465242
H  -2.747260  -0.853969  -2.398164
H  -3.453314  1.392489  -1.687836
H  -2.152729  0.971933  -0.710381
H  -1.884752  2.074545  -2.036725

Atoms 1-3, force components in eV/Å:
0.39 0.14 0.04
0.56 0.05 0.42
-0.43 0.01 -0.13

Results
**Multiplicity**: 1
**Energy above the lowest of the compared OMol25 structures with the same formula, charge and spin**: 5.4 kcal per mole
**Electronic energy**: -11607.4018 eV
**HOMO-LUMO gap**: 9.33 eV
**HOMO level**: -8.4 eV


# 7
DFT (the ωB97M-V functional and the def2-TZVPD basis) results for 2 unconnected molecules or ions with the total composition C9H14O at a distorted geometry.

Cartesian coordinates (Å):
C  -1.208612  1.500454  1.508660
C  -0.263238  -0.846543  1.660877
C  -0.800085  0.193671  0.870935
C  0.031186  -2.076476  1.145731
C  -0.831363  -0.047094  -0.484827
C  -0.197050  -2.306710  -0.223984
C  -0.502897  -1.268740  -1.066506
O  0.069971  -3.599011  -0.616018
H  -0.098262  -0.640705  2.703342
H  0.532211  -2.855818  1.702380
H  -2.149086  1.453515  2.047972
H  -1.251498  2.231070  0.716606
H  -1.261742  0.707135  -1.137488
H  -0.548232  -1.376335  -2.141548
H  -0.118388  -3.637498  -1.555121
H  -0.357552  1.794604  2.124078
C  1.147216  2.810986  -0.818886
C  1.910138  3.952350  -1.444692
H  1.784361  2.316904  -0.079431
H  0.184280  3.048584  -0.392920
H  0.991282  2.005564  -1.538750
H  2.958764  3.761153  -1.667591
H  1.410939  4.436343  -2.284705
H  1.951680  4.749903  -0.737595

Atoms 1-3, force components in eV/Å:
0.96 -0.48 -0.71
-0.39 0.72 0.08
0.34 -0.88 0.33

Results
**Multiplicity**: 1
**Energy above the lowest of the compared OMol25 structures with the same formula, charge and spin**: 10.8 kcal per mole
**Electronic energy**: -11607.1696 eV
**HOMO-LUMO gap**: 9.27 eV
**HOMO level**: -8.4 eV


# 8
DFT (the ωB97M-V functional and the def2-TZVPD basis) results for 2 unconnected molecules or ions with the total composition C9H14O at a distorted geometry.

Cartesian coordinates (Å):
C  1.918562  -0.056056  1.803252
C  -0.111792  -1.311586  1.212077
C  0.578861  -0.069710  1.160945
C  -1.493161  -1.542601  0.886922
C  -2.116780  -0.482797  0.280220
C  -0.298408  0.984074  0.962927
C  -1.523821  0.731377  0.315307
O  -3.399723  -0.548642  -0.256187
H  0.413146  -2.223381  1.321132
H  -1.994884  -2.372716  1.219745
H  2.401224  -1.054756  1.376538
H  2.629665  0.742775  1.348117
H  -0.098660  2.033341  1.201193
H  -3.810345  -1.351027  0.144810
H  -1.916545  1.727088  -0.116109
H  1.848548  -0.221766  2.803992
C  1.179791  1.146169  -1.557496
C  0.692217  0.064183  -2.413029
H  2.094125  0.964279  -0.901325
H  1.479545  1.980417  -2.223303
H  0.347593  1.621439  -0.876948
H  0.151392  -0.758294  -1.767435
H  -0.321873  0.313533  -2.875485
H  1.351324  -0.315345  -3.049858

Atoms 1-3, force components in eV/Å:
2.69 -1.15 -5.68
-1.52 -0.07 -1.40
-2.46 -1.31 1.86

Results
**Multiplicity**: 1
**Energy above the lowest of the compared OMol25 structures with the same formula, charge and spin**: 66.6 kcal per mole
**Electronic energy**: -11604.7470 eV
**HOMO-LUMO gap**: 9.45 eV
**HOMO level**: -8.6 eV


# 9
DFT (the ωB97M-V functional and the def2-TZVPD basis) results for 2 unconnected molecules or ions with the total composition C9H14O at a distorted geometry.

Cartesian coordinates (Å):
C  -1.362027  1.467360  1.920382
C  -0.255366  1.113691  3.065363
H  -2.302353  1.658764  2.569719
H  -1.000747  2.315692  1.393755
H  -1.386408  0.463346  1.394579
H  0.567106  1.865106  3.040004
H  -0.857505  1.314499  3.989439
H  0.141665  0.152587  3.194166
C  -1.232153  -1.635031  0.157138
C  -0.295471  -1.135086  -0.944136
C  1.028229  -1.636126  -0.859839
C  -0.714405  -0.125347  -1.803397
C  2.041623  -0.930397  -1.487014
C  0.239239  0.568835  -2.589636
C  1.574791  0.207849  -2.241044
O  2.454217  1.173964  -2.822823
H  -2.040931  -0.974066  0.565993
H  -0.609464  -1.927405  1.122541
H  1.170829  -2.558762  -0.196615
H  -1.803590  0.105597  -1.960510
H  3.053880  -1.232494  -1.618001
H  -0.039667  1.430693  -3.289176
H  3.364911  0.878437  -2.532839
H  -1.736404  -2.561708  -0.068046

Atoms 1-3, force components in eV/Å:
0.46 -3.15 3.07
-1.86 3.52 0.65
1.27 -0.19 -1.87

Results
**Multiplicity**: 1
**Energy above the lowest of the compared OMol25 structures with the same formula, charge and spin**: 52.2 kcal per mole
**Electronic energy**: -11605.3726 eV
**HOMO-LUMO gap**: 9.10 eV
**HOMO level**: -8.2 eV


Q: Which formula does entry 7 have?
A: C9H14O


What did the third record say?
DFT (the ωB97M-V functional and the def2-TZVPD basis) results for a molecular structure, C9H14NO4Pd at a distorted geometry.

Cartesian coordinates (Å):
C  1.239979  1.119716  2.438165
C  0.831247  -0.080977  1.403726
C  -0.760785  -0.137357  1.208770
C  -1.578409  1.037883  2.005813
C  -1.313725  -0.150809  -0.295156
C  -1.632993  -1.740125  -0.523826
O  -2.723275  -2.324576  -0.345753
O  -0.369620  -2.343366  -0.951225
C  0.144771  -1.437259  -1.956871
C  1.619019  -1.613898  -2.545729
O  2.713967  -1.351764  -1.930535
O  1.724155  -2.123012  -3.839802
C  -0.356132  0.030235  -1.560885
N  0.599257  1.167244  -1.653724
H  0.761432  0.922921  3.474824
H  2.382436  1.125144  2.645670
H  0.971298  2.160253  2.040918
H  1.155188  -1.049362  1.955831
H  1.464095  -0.036690  0.450595
H  -1.125668  -1.118750  1.709773
H  -1.284657  2.090350  1.673066
H  -2.695100  0.812636  1.785575
H  -1.450135  0.890544  3.147990
H  -2.167072  0.593941  -0.451894
H  -0.534417  -1.695116  -2.863403
H  -1.118234  0.264316  -2.408249
H  0.768925  1.448299  -2.640015
H  0.315201  1.977374  -1.071079
Pd  2.419251  1.562204  -0.902569

Atoms 1-3, force components in eV/Å:
0.83 -0.48 0.07
0.17 0.16 2.07
-0.56 0.46 0.88

Results
**Multiplicity**: 1
**Charge**: +1
**Electronic energy**: -22703.9511 eV
**HOMO-LUMO gap**: 4.23 eV
**HOMO level**: -13.2 eV